(1)
Entry from the OMol25 dataset: C25H15Cl5GeOReTe4 as an isolated structure (ωB97M-V with the def2-TZVPD basis set).

Geometry as XYZ:
```
52
C25H15Cl5GeOReTe4 (ωB97M-V with the def2-TZVPD basis set)
Re 1.969 1.218 -1.307
Cl 7.661 -0.293 2.751
C 6.225 0.319 2.056
C 5.910 -0.008 0.738
Cl 6.913 -0.999 -0.226
C 4.736 0.509 0.226
Cl 4.215 0.183 -1.431
C 3.864 1.320 0.931
O 2.735 1.755 0.379
C 4.197 1.648 2.249
Cl 3.137 2.659 3.134
C 5.370 1.142 2.805
Cl 5.766 1.520 4.424
Te 0.200 3.161 -1.038
Te -0.569 3.422 -3.709
Te -0.848 0.803 -4.171
Te 1.624 -0.077 -3.516
C 0.196 1.001 -0.994
Ge -1.367 -0.192 -0.481
C -1.290 -0.079 1.457
C -0.173 0.374 2.155
C -0.181 0.434 3.541
C -1.308 0.038 4.246
C -2.427 -0.417 3.563
C -2.418 -0.470 2.178
C -0.723 -1.874 -1.197
C 0.439 -2.381 -0.610
C 1.044 -3.528 -1.098
C 0.493 -4.191 -2.187
C -0.666 -3.707 -2.773
C -1.270 -2.558 -2.279
C -3.010 0.639 -1.095
C -3.346 1.839 -0.464
C -4.437 2.588 -0.880
C -5.222 2.138 -1.929
C -4.922 0.932 -2.549
C -3.823 0.194 -2.137
H 0.726 0.680 1.629
H 0.693 0.788 4.072
H -1.314 0.085 5.327
H -3.308 -0.727 4.110
H -3.308 -0.815 1.663
H 0.876 -1.882 0.250
H 1.940 -3.911 -0.626
H 0.959 -5.090 -2.569
H -1.108 -4.226 -3.614
H -2.174 -2.206 -2.759
H -2.761 2.186 0.382
H -4.679 3.516 -0.379
H -6.076 2.717 -2.257
H -5.547 0.565 -3.352
H -3.615 -0.741 -2.641
```

Relative energy (zero: lowest compared OMol25 entry of this formula, charge and spin) in eV: 0.1840
HOMO-LUMO gap (alpha / beta) in eV: 5.99 / 5.91
DFT total energy in a.u.: -6564.89482
Net charge: +1

---

(2)
Entry from the OMol25 dataset: a 2-piece molecular cluster, C16H17N overall at a distorted geometry (ωB97M-V with the def2-TZVPD basis set).

Geometry as XYZ:
```
34
C16H17N (ωB97M-V with the def2-TZVPD basis set)
C -4.977 1.552 -0.963
C -1.401 0.687 -0.579
C -2.462 1.180 -1.380
C -3.604 1.196 -0.467
C -3.196 0.604 0.691
C 0.055 0.547 -2.447
C -0.131 0.343 -1.110
C -0.989 1.124 -3.239
C -2.263 1.301 -2.810
N -1.822 0.370 0.691
H 1.018 0.466 -2.900
H 0.673 -0.051 -0.489
H -0.636 1.251 -4.265
H -3.093 1.820 -3.286
H -1.335 -0.202 1.357
H -3.815 0.535 1.563
H -5.703 1.967 -0.277
H -5.443 0.684 -1.494
H -4.807 2.308 -1.729
C 2.611 -0.475 3.840
C 3.188 -1.948 -0.156
C 2.821 -2.766 0.909
C 3.527 -0.606 0.109
C 2.646 -2.232 2.170
C 3.346 -0.071 1.375
C 2.935 -0.867 2.413
H 3.380 -2.248 -1.182
H 2.722 -3.821 0.664
H 3.778 -0.013 -0.783
H 2.205 -2.901 2.899
H 3.664 0.943 1.654
H 2.023 -1.222 4.366
H 2.089 0.433 4.084
H 3.586 -0.395 4.373
```

Relative energy (zero: lowest compared OMol25 entry of this formula, charge and spin) in eV: 1.1999
HOMO-LUMO gap in eV: 8.55
DFT total energy in a.u.: -674.61253
SMILES string: Cc1c[nH]c2ccccc12.Cc1ccccc1

---

(3)
Entry from the OMol25 dataset: a 2-piece molecular cluster, C6H7N overall at a distorted geometry (ωB97M-V with the def2-TZVPD basis set).

Geometry as XYZ:
```
14
C6H7N (ωB97M-V with the def2-TZVPD basis set)
N 1.915 -1.061 -2.161
C 1.478 -0.844 -1.106
C 0.913 -0.550 0.176
C -0.444 -1.076 0.515
C -1.504 0.051 0.500
C -1.165 1.297 0.204
C 0.015 1.669 -0.396
H 1.649 -0.675 0.939
H -0.787 -1.820 -0.203
H -0.443 -1.550 1.497
H -2.523 -0.255 0.684
H 0.267 0.776 0.859
H 0.032 1.538 -1.472
H 0.597 2.499 -0.035
```

Relative energy (zero: lowest compared OMol25 entry of this formula, charge and spin) in eV: 6.6980
HOMO-LUMO gap in eV: 8.44
DFT total energy in a.u.: -287.34109

---

(4)
Entry from the OMol25 dataset: C3H12N2O2 as an isolated structure at a distorted geometry (ωB97M-V with the def2-TZVPD basis set).

Geometry as XYZ:
```
19
C3H12N2O2 (ωB97M-V with the def2-TZVPD basis set)
C -1.031 0.545 1.251
C -1.374 0.513 -1.616
N -1.793 -0.095 -0.349
N -0.630 -0.634 1.759
H -2.798 -0.234 -0.303
H -1.209 -0.943 2.537
H -1.231 -0.982 0.009
H -0.252 1.158 0.802
H -1.872 1.112 1.661
H -1.779 1.523 -1.693
H -1.715 -0.069 -2.477
H -0.288 0.569 -1.628
C 2.254 -1.027 0.345
O 2.073 -0.296 -0.864
O 1.931 1.101 -0.544
H 2.805 1.456 -0.763
H 2.293 -2.065 0.015
H 1.415 -0.880 1.033
H 3.200 -0.754 0.826
```

Relative energy (zero: lowest compared OMol25 entry of this formula, charge and spin) in eV: 6.1152
HOMO-LUMO gap in eV: 8.70
DFT total energy in a.u.: -381.29019

---

(5)
Entry from the OMol25 dataset: a 10-piece molecular cluster, C14H46ClN8O13 overall at a distorted geometry (ωB97M-V with the def2-TZVPD basis set).

Geometry as XYZ:
```
82
C14H46ClN8O13 (ωB97M-V with the def2-TZVPD basis set)
Cl 0.516 -0.110 -0.046
O -0.161 -0.090 -1.354
O -0.266 0.700 0.841
O 0.497 -1.517 0.395
O 1.896 0.300 -0.133
C -3.144 -0.162 1.778
C -4.233 -1.022 1.168
O -5.211 -0.214 0.519
H -2.752 0.627 1.137
H -2.256 -0.778 1.959
H -3.434 0.182 2.771
H -4.752 -1.623 1.916
H -3.886 -1.759 0.437
H -4.828 0.053 -0.321
C 4.562 -1.850 3.116
C 3.669 -1.609 1.931
O 4.321 -1.145 0.770
H 5.217 -1.006 3.326
H 5.051 -2.824 3.075
H 3.866 -1.956 3.954
H 2.786 -1.054 2.272
H 3.125 -2.542 1.735
H 3.728 -0.541 0.317
C -0.449 -0.207 -5.466
C -0.255 1.229 -4.879
O 0.801 1.223 -3.956
H -0.606 -0.855 -4.604
H 0.365 -0.514 -6.116
H -1.412 -0.141 -5.979
H -1.200 1.647 -4.523
H 0.103 1.838 -5.712
H 0.559 0.654 -3.218
C 0.926 1.655 4.181
C 1.251 3.010 4.747
O 1.152 2.965 6.166
H 0.918 1.649 3.091
H -0.019 1.174 4.443
H 1.631 0.921 4.579
H 0.522 3.729 4.360
H 2.264 3.291 4.451
H 1.427 3.814 6.520
C 1.639 4.007 -1.006
C 1.541 3.770 0.511
O 2.570 2.926 0.933
H 1.569 3.071 -1.560
H 2.492 4.556 -1.411
H 0.809 4.654 -1.316
H 0.580 3.278 0.683
H 1.597 4.739 1.017
H 2.190 2.138 1.327
C 2.106 -2.969 -3.030
O 2.476 -3.618 -4.019
N 0.820 -2.937 -2.601
N 2.984 -2.517 -2.116
H 0.585 -2.276 -1.879
H 0.128 -3.490 -3.072
H 2.616 -1.932 -1.384
H 3.936 -2.414 -2.421
C -3.335 -1.603 -3.903
O -2.892 -2.599 -4.480
N -2.817 -1.127 -2.765
N -4.408 -0.900 -4.349
H -1.931 -1.469 -2.431
H -3.129 -0.265 -2.330
H -4.755 -0.177 -3.745
H -4.836 -1.313 -5.158
C -3.140 2.318 -1.493
O -3.715 1.338 -1.981
N -1.803 2.478 -1.501
N -3.788 3.418 -1.031
H -1.159 1.725 -1.701
H -1.416 3.328 -1.138
H -4.781 3.271 -0.956
H -3.249 4.166 -0.645
C 1.203 -4.152 3.518
O 1.398 -4.886 2.544
N 1.309 -4.541 4.782
N 0.686 -2.912 3.347
H 1.123 -3.869 5.505
H 1.482 -5.478 5.091
H 0.606 -2.564 2.402
H 0.420 -2.320 4.112
```

Relative energy (zero: lowest compared OMol25 entry of this formula, charge and spin) in eV: 0.0000
HOMO-LUMO gap in eV: 8.86
DFT total energy in a.u.: -2437.33672
Net charge: -1

---

(6)
Entry from the OMol25 dataset: a 3-piece molecular cluster, C25H37BrF5NO9S2 overall at a distorted geometry (ωB97M-V with the def2-TZVPD basis set).

Geometry as XYZ:
```
80
C25H37BrF5NO9S2 (ωB97M-V with the def2-TZVPD basis set)
C -5.020 -4.954 0.012
C -3.589 -4.612 -0.665
C -3.381 -3.035 -0.523
C -2.336 -2.404 -1.560
C -1.102 -1.650 -0.879
C -1.376 -0.070 -0.636
C -2.090 0.093 0.792
C -1.339 1.052 1.814
N -2.010 1.214 3.132
C -2.308 0.103 3.674
S -2.592 -1.295 4.507
C 0.249 0.751 1.949
Br 0.664 -1.122 2.405
C 0.798 1.828 3.008
C 0.647 3.347 2.522
C 1.155 4.337 3.695
C 2.662 4.064 4.155
C 2.710 3.885 5.747
C 2.200 2.479 6.265
F 2.646 1.394 5.476
F 0.784 2.534 6.356
C 2.693 2.126 7.761
F 2.104 2.916 8.731
F 4.088 2.099 7.862
F 2.284 0.790 7.977
O -0.718 3.758 2.244
S -1.393 2.771 1.044
O -2.798 3.210 0.830
O -0.490 2.897 -0.141
H -5.807 -5.255 -0.754
H -4.944 -5.755 0.808
H -5.398 -4.002 0.522
H -3.564 -4.989 -1.737
H -2.791 -5.113 -0.013
H -3.152 -2.821 0.567
H -4.389 -2.534 -0.739
H -1.989 -3.243 -2.260
H -2.870 -1.653 -2.235
H -0.865 -2.194 0.094
H -0.225 -1.750 -1.603
H -2.081 0.257 -1.464
H -0.365 0.425 -0.716
H -3.112 0.576 0.591
H -2.305 -0.947 1.179
H 0.802 0.982 0.975
H 0.346 1.711 4.038
H 1.921 1.620 3.093
H 1.341 3.532 1.628
H 1.100 5.385 3.233
H 0.411 4.347 4.561
H 3.199 3.252 3.582
H 3.239 5.031 3.944
H 2.021 4.676 6.207
H 3.748 4.068 6.164
C 1.600 2.833 -5.126
C 0.577 2.156 -4.242
C 1.128 0.997 -3.463
O -0.032 0.194 -3.261
C -0.865 0.448 -4.306
O -1.837 -0.197 -4.566
O -0.444 1.530 -5.019
H 1.996 2.140 -5.873
H 1.140 3.657 -5.677
H 2.429 3.229 -4.536
H 0.099 2.891 -3.586
H 1.562 1.303 -2.510
H 1.864 0.407 -4.019
C 1.969 -4.393 -6.115
C 1.855 -4.029 -4.652
C 0.815 -2.984 -4.371
O 1.309 -2.383 -3.176
C 2.663 -2.530 -3.201
O 3.416 -1.971 -2.461
O 3.045 -3.395 -4.182
H 2.255 -3.525 -6.715
H 2.749 -5.144 -6.260
H 1.026 -4.791 -6.496
H 1.693 -4.930 -4.050
H -0.175 -3.412 -4.210
H 0.751 -2.213 -5.145
```

HOMO-LUMO gap in eV: 9.37
DFT total energy in a.u.: -5576.35325
SMILES string: CCCCCCC[C@@]1(N=C=S)[C@H](Br)C[C@H](CCCC(F)(F)C(F)(F)F)OS1(=O)=O.C[C@@H]1COC(=O)O1.C[C@@H]1COC(=O)O1

---

(7)
Entry from the OMol25 dataset: CHO2S2 as an isolated structure at a distorted geometry (ωB97M-V with the def2-TZVPD basis set).

Geometry as XYZ:
```
6
CHO2S2 (ωB97M-V with the def2-TZVPD basis set)
C -0.916 0.354 0.051
O 0.768 -0.372 0.121
O -0.920 1.525 0.200
S -1.986 -0.849 -0.056
S 2.193 0.525 -0.063
H 0.860 -1.183 -0.251
```

Relative energy (zero: lowest compared OMol25 entry of this formula, charge and spin) in eV: 0.1774
Multiplicity: 3
HOMO-LUMO gap (alpha / beta) in eV: 3.90 / 7.11
DFT total energy in a.u.: -985.47022
Net charge: -1
⟨S²⟩: 2.006

---

> What is the formula in the first record?

C25H15Cl5GeOReTe4

---

> Number 3 is which compound?

C6H7N

---

Copy entry 3 word for word.
Entry from the OMol25 dataset: a 2-piece molecular cluster, C6H7N overall at a distorted geometry (ωB97M-V with the def2-TZVPD basis set).

Geometry as XYZ:
```
14
C6H7N (ωB97M-V with the def2-TZVPD basis set)
N 1.915 -1.061 -2.161
C 1.478 -0.844 -1.106
C 0.913 -0.550 0.176
C -0.444 -1.076 0.515
C -1.504 0.051 0.500
C -1.165 1.297 0.204
C 0.015 1.669 -0.396
H 1.649 -0.675 0.939
H -0.787 -1.820 -0.203
H -0.443 -1.550 1.497
H -2.523 -0.255 0.684
H 0.267 0.776 0.859
H 0.032 1.538 -1.472
H 0.597 2.499 -0.035
```

Relative energy (zero: lowest compared OMol25 entry of this formula, charge and spin) in eV: 6.6980
HOMO-LUMO gap in eV: 8.44
DFT total energy in a.u.: -287.34109

---

What did the second record say?
Entry from the OMol25 dataset: a 2-piece molecular cluster, C16H17N overall at a distorted geometry (ωB97M-V with the def2-TZVPD basis set).

Geometry as XYZ:
```
34
C16H17N (ωB97M-V with the def2-TZVPD basis set)
C -4.977 1.552 -0.963
C -1.401 0.687 -0.579
C -2.462 1.180 -1.380
C -3.604 1.196 -0.467
C -3.196 0.604 0.691
C 0.055 0.547 -2.447
C -0.131 0.343 -1.110
C -0.989 1.124 -3.239
C -2.263 1.301 -2.810
N -1.822 0.370 0.691
H 1.018 0.466 -2.900
H 0.673 -0.051 -0.489
H -0.636 1.251 -4.265
H -3.093 1.820 -3.286
H -1.335 -0.202 1.357
H -3.815 0.535 1.563
H -5.703 1.967 -0.277
H -5.443 0.684 -1.494
H -4.807 2.308 -1.729
C 2.611 -0.475 3.840
C 3.188 -1.948 -0.156
C 2.821 -2.766 0.909
C 3.527 -0.606 0.109
C 2.646 -2.232 2.170
C 3.346 -0.071 1.375
C 2.935 -0.867 2.413
H 3.380 -2.248 -1.182
H 2.722 -3.821 0.664
H 3.778 -0.013 -0.783
H 2.205 -2.901 2.899
H 3.664 0.943 1.654
H 2.023 -1.222 4.366
H 2.089 0.433 4.084
H 3.586 -0.395 4.373
```

Relative energy (zero: lowest compared OMol25 entry of this formula, charge and spin) in eV: 1.1999
HOMO-LUMO gap in eV: 8.55
DFT total energy in a.u.: -674.61253
SMILES string: Cc1c[nH]c2ccccc12.Cc1ccccc1